DFT (ωB97M-V with the def2-TZVPD basis set) results for C22H19F3N2O3 in the gas phase at a distorted geometry.

Values from the calculation:
Gap between HOMO and LUMO in eV: 8.05
E_HOMO in Eh: -0.284
Total charge: 0
Relative energy (zero: lowest compared OMol25 entry of this formula, charge and spin) in kJ/mol: 64.5

Each line ends with the Mulliken charge.
Geometry (Å):
F -4.546859 -2.948246 5.085040  -0.253
F -6.114516 -1.408467 5.343681  -0.257
F -6.043041 -2.598441 3.500665  -0.277
N 2.544780 0.147629 -2.234954  -0.426
O -1.403561 1.749444 2.589873  -0.527
O 5.077607 -3.275827 -3.824002  -0.528
O 2.546725 -2.072437 -3.759583  -0.645
C 2.412143 1.322500 -1.588295  0.347
C 3.481134 0.082557 -3.216416  0.377
C 3.140255 2.464133 -1.909128  -0.819
C 4.244775 1.220475 -3.605625  -0.361
C 4.044054 2.421606 -2.959428  -0.674
C 0.546373 2.326875 1.544257  -0.704
C -2.492378 0.527252 4.299630  -0.584
C 1.499306 2.327290 0.525241  -1.201
C 0.171525 0.720217 -0.676056  -0.641
C -3.488366 -0.293311 4.777672  -1.061
C -4.252987 -0.722281 2.510323  -1.202
C -0.633633 1.595564 1.467981  0.541
C -2.395051 0.844949 2.950410  0.636
C 1.341127 1.464938 -0.581103  0.513
C -0.836573 0.781287 0.306033  0.672
C -4.286718 -1.021257 3.873803  0.137
C -3.321576 0.245952 2.065574  1.439
N -2.006778 0.063720 0.053042  0.244
C -5.274086 -2.007073 4.439373  0.872
C -1.995486 -1.311623 -0.481560  -1.149
C -3.280452 0.557630 0.596513  -1.558
C 4.945474 -1.965000 -3.294576  -0.539
C 3.694435 -1.253080 -3.919577  0.058
H 4.162967 -3.662834 -3.853339  0.351
H 2.067448 -1.707382 -2.990589  0.390
H 2.939735 3.431433 -1.471862  0.393
H 5.037780 1.145714 -4.351818  0.380
H 4.591387 3.320082 -3.204943  0.429
H 0.739068 2.947908 2.396625  0.457
H -1.838223 1.069136 4.987290  0.429
H 2.416949 2.886990 0.634419  0.461
H 0.019401 0.098798 -1.584123  0.546
H -3.575226 -0.445918 5.848574  0.394
H -4.938567 -1.192872 1.813503  0.490
H -2.417689 -1.999045 0.231779  0.317
H -1.001027 -1.682492 -0.718066  0.417
H -2.573210 -1.390461 -1.420389  0.328
H -4.116636 0.084247 0.091360  0.498
H -3.373187 1.617144 0.393849  0.341
H 5.851282 -1.394922 -3.470925  0.337
H 4.788192 -2.033185 -2.211535  0.290
H 3.901901 -1.079313 -4.998619  0.321

Forces on atoms 1 to 6 (eV/Å):
F -0.89 -0.21 0.09
F 0.57 -0.77 -0.57
F 0.36 0.11 0.59
N 1.18 0.30 -0.90
O -1.49 -0.70 0.15
O -0.91 -0.10 -0.20